[1]
The following is a DFT calculation (the ωB97M-V functional and the def2-TZVPD basis) of a 12-piece molecular cluster, C14H43N9O23S overall.

XYZ file:
```
90
Properties=species:S:1:pos:R:3
C -0.640 1.057 2.463
C -1.319 0.582 1.198
O -0.827 -0.719 0.839
S 0.281 -0.729 -0.348
C -0.817 -0.364 -1.724
O 1.113 0.404 -0.071
O 0.795 -2.085 -0.450
H 0.449 1.104 2.476
H -0.842 0.419 3.327
H -1.075 2.047 2.605
H -2.404 0.553 1.305
H -1.295 1.359 0.427
H -1.042 0.693 -1.618
H -1.689 -1.015 -1.689
H -0.318 -0.641 -2.654
C 3.758 -3.178 -0.241
N 4.425 -4.448 -0.627
O 4.774 -4.563 -1.773
O 4.577 -5.264 0.241
H 3.440 -2.677 -1.153
H 4.432 -2.496 0.267
H 2.854 -3.420 0.308
C 1.641 -2.098 2.783
N 2.727 -2.931 3.310
O 3.810 -2.400 3.438
O 2.558 -4.120 3.456
H 0.891 -2.740 2.330
H 1.962 -1.413 2.004
H 1.249 -1.503 3.606
C -1.622 -4.358 0.258
N -2.105 -4.649 -1.128
O -2.865 -3.840 -1.600
O -1.718 -5.667 -1.655
H -1.149 -3.386 0.323
H -0.874 -5.107 0.514
H -2.464 -4.491 0.932
C 1.144 -3.994 -2.944
N 1.907 -4.804 -3.906
O 2.384 -4.258 -4.878
O 1.986 -5.992 -3.695
H 1.859 -3.659 -2.196
H 0.543 -4.717 -2.397
H 0.656 -3.150 -3.412
C -0.801 1.087 -6.280
N -0.327 -0.322 -6.133
O -0.607 -0.943 -5.115
O 0.308 -0.780 -7.063
H -0.099 1.717 -6.807
H -0.789 1.446 -5.245
H -1.844 1.001 -6.565
C -2.897 -1.650 4.007
N -3.767 -2.125 2.872
O -4.577 -2.992 3.125
O -3.516 -1.711 1.759
H -3.285 -0.712 4.386
H -1.900 -1.552 3.589
H -2.883 -2.472 4.714
C -2.854 4.836 2.333
N -3.726 3.782 1.761
O -4.744 4.074 1.197
O -3.329 2.633 1.915
H -2.060 4.325 2.867
H -3.395 5.396 3.095
H -2.499 5.492 1.545
C 1.945 4.122 -0.910
N 0.641 3.389 -1.023
O 0.313 2.992 -2.118
O -0.063 3.338 -0.038
H 2.741 3.400 -1.074
H 2.069 4.636 0.035
H 1.928 4.815 -1.748
C -3.757 3.318 -2.175
N -3.120 4.626 -1.884
O -1.994 4.645 -1.475
O -3.822 5.599 -2.001
H -2.966 2.654 -2.517
H -4.449 3.521 -2.988
H -4.282 2.863 -1.341
C 1.531 3.935 3.534
O 2.928 4.085 3.458
H 0.992 4.883 3.543
H 1.278 3.415 2.601
H 1.067 3.316 4.312
H 3.298 3.385 2.910
C 3.972 0.667 1.166
O 3.037 1.719 1.323
H 4.982 1.001 1.419
H 3.825 -0.083 1.946
H 4.028 0.263 0.158
H 2.320 1.619 0.682
```

net charge = 0
SMILES = CCOS(C)(=O)=O.C[N+](=O)[O-].C[N+](=O)[O-].C[N+](=O)[O-].C[N+](=O)[O-].C[N+](=O)[O-].C[N+](=O)[O-].C[N+](=O)[O-].C[N+](=O)[O-].C[N+](=O)[O-].CO.CO
E = -3179.794409 hartree

Atomic partial charges in e from the Mulliken method, atoms 1 to 5:
1 C -0.20
2 C 0.22
3 O 0.08
4 S -0.02
5 C -0.69

[2]
The following is a DFT calculation (the ωB97M-V functional and the def2-TZVPD basis) of one molecule with the formula C4H13N2.

XYZ file:
```
19
Properties=species:S:1:pos:R:3
C -0.292 -2.250 0.014
C -0.113 -0.821 -0.451
C -0.856 0.196 0.545
C -0.765 1.675 0.222
N 0.620 2.210 0.236
N 1.400 -0.471 -0.498
H -1.106 -2.352 0.738
H -0.734 -2.810 -0.834
H 0.586 -2.854 0.217
H -0.475 -0.701 -1.468
H -1.862 -0.155 0.279
H -0.427 -0.063 1.512
H -1.351 2.231 0.957
H -1.183 1.742 -0.785
H 0.856 2.507 1.182
H 1.431 0.579 -0.451
H 0.592 3.128 -0.209
H 1.921 -1.004 0.223
H 1.759 -0.786 -1.430
```

net charge = 0
relative energy (zero: lowest compared OMol25 entry of this formula, charge and spin) = 1.9433 eV
⟨S²⟩ = 0.751
2S+1 = 2
E = -269.568698 hartree

Atomic partial charges in e from the Mulliken method, atoms 1 to 5:
1 C -1.32
2 C -0.82
3 C -0.92
4 C -0.71
5 N -0.75

[3]
The following is a DFT calculation (the ωB97M-V functional and the def2-TZVPD basis) of one molecule with the formula C21H28F3N3O3.

XYZ file:
```
58
Properties=species:S:1:pos:R:3
C -0.484 -3.112 1.424
N 0.159 -1.815 1.440
C 1.610 -1.758 1.373
C 2.090 -1.343 -0.027
C 3.594 -1.053 -0.051
C 4.408 -2.346 -0.003
O 4.065 -3.223 -1.054
C 2.707 -3.591 -1.005
C 1.778 -2.379 -1.113
C -0.489 -0.644 1.616
O 0.111 0.413 1.708
C -2.009 -0.683 1.627
C -2.525 -0.544 0.170
C -3.609 -1.593 -0.087
O -3.361 -2.784 -0.015
N -4.847 -1.159 -0.383
C -5.264 0.219 -0.501
C -4.275 1.090 0.281
N -2.909 0.828 -0.099
C -2.523 1.305 -1.413
C -1.027 1.485 -1.477
C -0.285 1.006 -2.548
C 1.087 1.195 -2.598
C 1.734 1.851 -1.567
C 0.992 2.319 -0.488
C 1.725 3.010 0.626
F 2.627 2.213 1.221
F 0.933 3.497 1.582
F 2.437 4.067 0.163
C -0.380 2.149 -0.442
H 0.213 -3.849 1.032
H -0.771 -3.418 2.435
H -1.373 -3.116 0.792
H 1.947 -0.993 2.080
H 2.013 -2.724 1.675
H 1.556 -0.418 -0.262
H 3.870 -0.407 0.782
H 3.833 -0.534 -0.981
H 5.472 -2.136 -0.132
H 4.267 -2.851 0.965
H 2.553 -4.268 -1.848
H 2.507 -4.145 -0.074
H 0.739 -2.703 -1.057
H 1.936 -1.913 -2.088
H -2.390 -1.591 2.089
H -2.348 0.183 2.195
H -1.698 -0.799 -0.504
H -5.528 -1.882 -0.575
H -5.282 0.521 -1.557
H -6.274 0.326 -0.098
H -4.375 0.868 1.347
H -4.498 2.147 0.127
H -2.850 0.638 -2.229
H -2.997 2.280 -1.564
H -0.782 0.483 -3.353
H 1.652 0.824 -3.439
H 2.802 1.998 -1.589
H -0.946 2.503 0.403
```

net charge = 0
relative energy (zero: lowest compared OMol25 entry of this formula, charge and spin) = 0.2604 eV
SMILES = CN(CC1CCOCC1)C(=O)C[C@H]1C(=O)NCCN1Cc1cccc(C(F)(F)F)c1
E = -1506.657546 hartree

Atomic partial charges in e from the Mulliken method, atoms 1 to 5:
1 C -0.90
2 N 0.44
3 C -1.93
4 C 3.16
5 C -0.68

[4]
The following is a DFT calculation (the ωB97M-V functional and the def2-TZVPD basis) of C59H46AsCl8NO3SSbV as an isolated structure.

XYZ file:
```
121
Properties=species:S:1:pos:R:3
V 0.179 0.486 0.310
Cl 6.537 -1.896 -0.766
C 5.143 -0.902 -0.634
C 4.240 -1.094 0.402
Cl 4.488 -2.319 1.581
C 3.120 -0.289 0.472
Cl 1.957 -0.471 1.736
C 2.824 0.749 -0.420
O 1.697 1.454 -0.278
C 3.786 0.952 -1.418
Cl 3.587 2.268 -2.507
C 4.908 0.129 -1.539
Cl 6.018 0.387 -2.822
C -0.233 4.544 4.619
C -1.331 4.777 3.612
C -1.963 6.025 3.635
C -3.019 6.332 2.797
C -3.505 5.362 1.930
C -2.893 4.122 1.890
C -1.790 3.823 2.697
Sb -1.014 1.835 2.312
C 0.073 1.151 4.033
C -0.532 0.236 4.896
C 0.178 -0.327 5.943
C 1.512 0.012 6.124
C 2.124 0.901 5.253
C 1.425 1.477 4.192
C 2.155 2.452 3.300
C -2.980 1.019 2.633
C -3.546 0.295 1.580
C -4.844 -0.186 1.656
C -5.599 0.058 2.793
C -5.052 0.784 3.835
C -3.750 1.280 3.779
C -3.250 2.061 4.974
H -0.572 4.842 5.612
H 0.644 5.153 4.383
H 0.064 3.503 4.665
H -1.614 6.766 4.348
H -3.476 7.312 2.834
H -4.356 5.566 1.291
H -3.312 3.364 1.240
H -1.572 -0.034 4.750
H -0.304 -1.022 6.621
H 2.080 -0.417 6.941
H 3.171 1.154 5.390
H 3.134 2.057 3.027
H 2.323 3.391 3.832
H 1.617 2.682 2.380
H -2.964 0.095 0.691
H -5.259 -0.751 0.830
H -6.614 -0.316 2.862
H -5.650 0.987 4.718
H -3.245 1.432 5.868
H -3.911 2.908 5.175
H -2.248 2.449 4.828
O -0.883 -1.174 1.124
S -0.610 -2.102 2.310
C -2.051 -3.172 2.357
C -2.168 -4.057 3.422
C -3.221 -4.955 3.432
C -4.161 -4.935 2.407
C -4.039 -4.032 1.362
C -2.967 -3.148 1.322
C 0.535 -3.376 1.786
C 0.648 -3.734 0.456
C 1.524 -4.755 0.117
C 2.250 -5.412 1.104
C 2.112 -5.048 2.437
C 1.260 -4.009 2.784
H -1.438 -4.048 4.225
H -3.308 -5.672 4.238
H -4.997 -5.624 2.430
H -4.775 -4.012 0.568
H -2.837 -2.457 0.500
H 0.067 -3.217 -0.293
H 1.639 -5.040 -0.922
H 2.933 -6.207 0.833
H 2.674 -5.560 3.206
H 1.161 -3.694 3.818
O 0.626 -1.029 -1.185
As -0.501 -0.848 -2.413
C -2.145 -1.817 -2.124
C -2.087 -3.205 -2.260
C -3.250 -3.955 -2.222
C -4.477 -3.322 -2.061
C -4.540 -1.941 -1.931
C -3.373 -1.188 -1.952
C 0.276 -1.560 -4.008
C 1.290 -2.496 -3.809
C 1.920 -3.063 -4.906
C 1.547 -2.684 -6.190
C 0.552 -1.733 -6.379
C -0.092 -1.168 -5.289
C -0.877 1.072 -2.324
C -2.012 2.287 -1.046
C -1.394 3.679 -1.056
C -0.331 4.006 -1.793
C 0.406 3.161 -2.750
C 0.208 1.874 -3.022
H -1.129 -3.690 -2.407
H -3.206 -5.031 -2.340
H -5.389 -3.909 -2.045
H -5.498 -1.445 -1.834
H -3.427 -0.113 -1.850
H 1.582 -2.754 -2.800
H 2.715 -3.783 -4.759
H 2.039 -3.128 -7.046
H 0.285 -1.422 -7.381
H -0.869 -0.430 -5.440
H -2.845 2.218 -0.345
H -1.841 4.420 -0.405
H 0.028 5.024 -1.704
H 1.188 3.670 -3.296
H 0.802 1.378 -3.780
Cl -4.655 2.611 -2.957
C -3.050 2.163 -3.567
Cl -2.422 3.589 -4.481
Cl -3.194 0.833 -4.748
C -2.220 1.734 -2.440
N -0.923 1.272 -0.852
```

net charge = +1
⟨S²⟩ = 0.757
2S+1 = 2
E = -10055.792799 hartree

Atomic partial charges in e from the Mulliken method, atoms 1 to 5:
1 V 0.12
2 Cl -0.19
3 C 0.49
4 C -0.08
5 Cl -0.17

[5]
The following is a DFT calculation (the ωB97M-V functional and the def2-TZVPD basis) of C22H44O16S3 as an isolated structure.

XYZ file:
```
85
Properties=species:S:1:pos:R:3
C -3.993 -1.011 3.728
C -2.686 -0.278 3.825
C -2.662 0.201 5.281
O -3.189 -0.924 5.964
C -4.033 -1.692 5.110
H -4.056 -1.834 3.017
H -4.895 -0.400 3.671
H -2.445 0.511 3.108
H -1.892 -1.026 3.730
H -3.246 1.124 5.432
H -1.707 0.538 5.690
H -5.062 -1.727 5.466
H -3.552 -2.671 5.046
C 3.144 -3.571 -3.169
C 1.854 -4.180 -3.585
C 2.127 -5.664 -3.666
O 3.303 -5.896 -2.881
C 3.848 -4.666 -2.381
H 3.171 -2.608 -2.645
H 3.709 -3.236 -4.052
H 1.419 -3.677 -4.454
H 1.036 -4.013 -2.869
H 2.282 -5.901 -4.727
H 1.325 -6.300 -3.299
H 4.926 -4.617 -2.546
H 3.667 -4.610 -1.306
C -4.809 2.046 -2.156
C -5.031 2.654 -0.784
C -4.471 1.562 0.170
O -3.515 0.834 -0.588
C -3.804 0.886 -1.975
H -4.574 2.850 -2.857
H -5.740 1.635 -2.552
H -6.054 2.932 -0.532
H -4.463 3.562 -0.571
H -5.272 0.912 0.543
H -4.000 1.929 1.082
H -4.427 0.007 -2.163
H -2.988 0.968 -2.689
C 0.226 4.535 0.738
C -1.078 4.066 1.367
C -1.711 5.438 1.744
O -0.614 6.356 1.863
C 0.616 5.652 1.670
H 0.160 4.825 -0.310
H 1.056 3.814 0.727
H -0.946 3.369 2.193
H -1.663 3.546 0.603
H -2.263 5.368 2.679
H -2.340 5.782 0.925
H 1.015 5.310 2.630
H 1.321 6.353 1.222
C -0.132 0.400 0.669
C -0.262 0.253 -0.874
O 0.481 -0.944 -1.184
S 0.855 -1.797 0.097
O 2.097 -2.439 -0.141
O -0.277 -2.663 0.343
O 0.864 -0.528 1.057
H -1.142 0.242 1.055
H 0.187 1.380 1.018
H 0.142 1.103 -1.416
H -1.252 -0.033 -1.217
C 2.460 0.785 -3.470
C 2.437 -0.045 -4.733
O 1.382 0.501 -5.546
S 0.240 1.150 -4.559
O -0.501 0.101 -3.928
O -0.449 2.191 -5.243
O 1.383 1.710 -3.516
H 3.366 1.385 -3.392
H 2.290 0.173 -2.579
H 2.289 -1.106 -4.533
H 3.347 0.058 -5.319
C 4.335 -0.955 2.681
C 3.755 -2.339 2.726
O 4.662 -3.092 1.916
S 6.175 -2.405 2.006
O 6.580 -1.904 0.724
O 7.094 -3.252 2.671
O 5.737 -1.149 2.937
H 3.868 -0.271 3.385
H 4.346 -0.523 1.675
H 2.705 -2.384 2.469
H 3.918 -2.665 3.761
```

net charge = 0
relative energy (zero: lowest compared OMol25 entry of this formula, charge and spin) = 0.0000 eV
E = -3262.861571 hartree

Atomic partial charges in e from the Mulliken method, atoms 1 to 5:
1 C -0.61
2 C 0.36
3 C -0.59
4 O -0.39
5 C -0.47

[6]
The following is a DFT calculation (the ωB97M-V functional and the def2-TZVPD basis) of one molecule with the formula C2H2S2.

XYZ file:
```
6
Properties=species:S:1:pos:R:3
S -1.692 0.237 -1.262
C -0.287 -0.262 -0.709
C 0.137 -0.034 0.735
S 1.775 -0.088 1.274
H 0.709 -0.576 -1.305
H -0.642 0.723 1.267
```

net charge = 0
relative energy (zero: lowest compared OMol25 entry of this formula, charge and spin) = 1.3000 eV
SMILES = S=CC=S
E = -873.689951 hartree

Atomic partial charges in e from the Mulliken method, atoms 1 to 5:
1 S -0.19
2 C -0.02
3 C -0.16
4 S -0.14
5 H 0.25

[7]
The following is a DFT calculation (the ωB97M-V functional and the def2-TZVPD basis) of one molecule with the formula C7H10.

XYZ file:
```
17
Properties=species:S:1:pos:R:3
C 2.302 0.237 2.089
C 1.892 0.204 0.957
C 1.363 0.146 -0.412
C 0.218 -0.843 -0.545
C -0.864 -0.612 -1.561
C -1.175 -0.493 -0.093
C -1.512 0.844 0.527
H 2.668 0.269 3.091
H 1.037 1.149 -0.713
H 2.169 -0.130 -1.105
H 0.518 -1.875 -0.381
H -1.253 -1.460 -2.117
H -0.817 0.313 -2.134
H -1.729 -1.326 0.335
H -2.590 1.032 0.468
H -1.215 0.877 1.581
H -1.010 1.670 0.013
```

net charge = 0
relative energy (zero: lowest compared OMol25 entry of this formula, charge and spin) = 2.4546 eV
SMILES = C#CC[C@@H]1C[C@@H]1C
E = -272.627794 hartree

Atomic partial charges in e from the Mulliken method, atoms 1 to 5:
1 C 0.05
2 C -0.43
3 C -0.84
4 C -0.04
5 C -0.75

[8]
The following is a DFT calculation (the ωB97M-V functional and the def2-TZVPD basis) of C28H19BCl5F3N6O4S2V as an isolated structure.

XYZ file:
```
69
Properties=species:S:1:pos:R:3
V 0.431 -0.750 -0.258
C -2.010 0.066 -2.723
N -0.980 1.070 -2.953
C -0.646 1.560 -4.195
C 0.249 2.549 -3.990
N 0.480 2.659 -2.637
B 1.503 3.787 -2.121
N 1.393 3.983 -0.601
C 0.370 4.703 -0.014
C 0.564 4.710 1.316
N 1.717 3.981 1.550
C 2.300 3.765 2.857
C 2.229 3.538 0.368
S 3.643 2.601 0.227
C -0.285 1.759 -2.009
S -0.408 1.419 -0.305
H -1.786 -0.828 -3.302
H -2.979 0.468 -3.017
H -2.032 -0.189 -1.668
H -1.065 1.157 -5.100
H 0.769 3.169 -4.698
H 1.146 4.808 -2.673
H 2.613 3.461 -2.431
H -0.415 5.143 -0.604
H -0.014 5.137 2.117
H 1.692 3.073 3.439
H 2.379 4.717 3.384
H 3.289 3.338 2.720
Cl 0.365 1.083 2.804
C 1.602 -0.108 2.552
C 1.636 -0.831 1.360
C 2.595 -1.830 1.308
Cl 2.582 -2.825 -0.126
C 3.495 -2.114 2.326
Cl 4.635 -3.398 2.165
C 3.467 -1.333 3.473
Cl 4.589 -1.627 4.750
C 2.512 -0.324 3.586
Cl 2.467 0.636 5.022
O 1.413 -1.879 -5.882
C 2.412 -1.106 -5.476
O 3.304 -0.769 -6.218
C 2.382 -0.653 -4.062
C 3.272 0.259 -3.527
N 2.929 0.456 -2.251
N 1.861 -0.253 -1.915
C 1.516 -0.947 -2.992
C 0.336 -1.849 -2.843
O -0.182 -2.351 -3.839
O -0.082 -2.009 -1.635
H 0.777 -2.082 -5.140
H 4.101 0.766 -3.990
H 3.297 1.141 -1.573
F -6.202 -4.295 5.631
C -6.431 -4.108 4.317
F -6.855 -5.288 3.822
F -7.486 -3.265 4.233
C -5.232 -3.584 3.594
C -5.125 -3.766 2.220
C -4.047 -3.236 1.536
C -3.058 -2.507 2.209
C -3.181 -2.338 3.592
C -4.258 -2.870 4.279
C -1.952 -1.949 1.495
C -1.011 -1.471 0.886
H -5.884 -4.329 1.694
H -3.947 -3.384 0.469
H -2.418 -1.780 4.117
H -4.339 -2.739 5.349
```

net charge = -1
relative energy (zero: lowest compared OMol25 entry of this formula, charge and spin) = 0.0637 eV
⟨S²⟩ = 2.026
2S+1 = 3
E = -6073.965969 hartree

Atomic partial charges in e from the Mulliken method, atoms 1 to 5:
1 V -0.19
2 C -1.00
3 N 0.51
4 C -0.49
5 C -0.88

| no. | strongest force on any atom (eV/Å) |
| --- | --- |
| 1 | 2.38 |
| 2 | 2.77 |
| 3 | 0.50 |
| 4 | 2.17 |
| 5 | 3.63 |
| 6 | 4.00 |
| 7 | 0.46 |
| 8 | 1.37 |